No. 1
42
Properties=species:S:1:pos:R:3:forces:R:3 method="wB97M-V/def2-TZVPD" lumo_ev=-0.758 total_energy_ev=-51742.5613 max_force_ev_per_a=1.54 e_homo_ha=-0.3271 smiles="CCOC(=O)CSc1ccc(S(=O)(=O)N2CCCC2)cc1[N+](=O)[O-]"
C -5.998 -2.917 0.701 0.3 0.2 -0.2
C -4.561 -2.869 0.207 -0.1 -0.3 0.4
O -4.349 -1.761 -0.678 -0.1 -0.1 -0.3
C -4.126 -0.570 -0.116 0.0 0.2 0.0
O -4.045 -0.370 1.063 -0.1 -0.1 0.1
C -3.974 0.491 -1.186 0.7 0.2 0.3
S -2.824 1.823 -0.667 -1.2 -0.4 -0.5
C -1.348 0.953 -0.394 0.2 0.2 0.0
C -1.163 -0.401 -0.707 0.0 0.2 0.1
C 0.030 -1.033 -0.436 0.2 -0.1 0.1
C 1.080 -0.342 0.156 0.3 -0.4 0.0
S 2.623 -1.180 0.528 -0.5 0.5 -0.2
O 2.590 -2.451 -0.143 0.0 0.2 -0.1
O 2.813 -1.160 1.946 0.1 0.2 0.1
N 3.702 -0.118 -0.181 -0.6 -0.7 0.7
C 4.905 0.193 0.577 0.5 0.1 0.5
C 6.002 -0.626 -0.098 -0.1 0.1 0.0
C 5.623 -0.496 -1.574 0.0 0.0 0.1
C 4.085 -0.447 -1.549 -0.2 -0.1 -0.9
C 0.946 0.989 0.460 -0.2 0.4 0.0
C -0.254 1.637 0.175 0.1 -1.5 -0.3
N -0.369 3.021 0.461 0.0 1.0 0.2
O -1.409 3.569 0.120 0.5 0.3 0.2
O 0.553 3.587 1.007 0.2 0.1 0.1
H -6.217 -2.036 1.298 0.0 0.0 0.1
H -6.139 -3.801 1.316 0.0 -0.1 0.1
H -6.686 -2.957 -0.140 -0.1 0.0 0.0
H -3.870 -2.781 1.051 -0.1 -0.1 -0.2
H -4.316 -3.751 -0.388 0.0 0.1 0.1
H -4.926 1.013 -1.293 0.0 0.0 0.0
H -3.700 0.060 -2.146 -0.1 -0.1 0.0
H -1.951 -0.965 -1.175 -0.1 -0.1 -0.1
H 0.177 -2.073 -0.680 -0.1 -0.1 -0.1
H 5.103 1.266 0.486 0.0 -0.1 0.1
H 4.738 -0.060 1.622 0.2 0.2 0.0
H 5.930 -1.666 0.222 0.0 0.0 0.1
H 7.000 -0.252 0.117 0.0 0.0 0.0
H 5.991 -1.322 -2.176 0.0 0.0 -0.1
H 6.020 0.436 -1.978 0.0 0.0 0.0
H 3.689 0.314 -2.228 0.1 -0.1 0.0
H 3.646 -1.413 -1.805 0.1 0.1 -0.2
H 1.756 1.541 0.911 0.0 0.1 0.0



No. 2
52
Properties=species:S:1:pos:R:3:forces:R:3 method="wB97M-V/def2-TZVPD" lumo_ev=-0.177 total_energy_ev=-37785.5438 de_lowest_kj_mol=52.9 max_force_ev_per_a=1.18 e_homo_ha=-0.2964 smiles="COCCCn1c2nc3ccccc3nc2c2c(=O)n(-c3ccccc3OC)cnc21"
C 0.846 2.213 1.280 0.1 0.1 0.0
O -0.201 1.673 2.045 0.0 -0.2 0.1
C -1.274 2.553 2.296 -0.2 0.2 0.0
C -2.215 2.768 1.104 0.2 -0.4 0.2
C -3.037 1.516 0.784 -0.1 0.6 -0.1
N -2.186 0.378 0.553 -0.1 0.0 -0.4
C -1.982 -0.645 1.435 -0.1 -0.8 0.8
N -2.637 -0.854 2.543 0.1 0.5 -0.6
C -2.240 -1.954 3.226 0.3 -0.3 -0.1
C -2.876 -2.270 4.442 0.0 -0.2 0.2
C -2.497 -3.377 5.149 -0.2 0.2 0.0
C -1.472 -4.215 4.677 0.2 -0.1 -0.1
C -0.835 -3.939 3.501 -0.1 -0.1 0.2
C -1.196 -2.805 2.743 -0.4 0.2 0.4
N -0.545 -2.567 1.586 0.2 0.3 -0.6
C -0.925 -1.497 0.937 -0.2 -0.2 0.5
C -0.495 -0.897 -0.288 -0.1 0.4 -0.1
C 0.540 -1.211 -1.225 -0.2 0.1 0.2
O 1.325 -2.127 -1.231 0.0 -0.1 0.1
N 0.584 -0.227 -2.275 0.0 -0.1 0.1
C 1.618 -0.353 -3.243 0.3 0.2 -0.3
C 1.702 -1.486 -4.031 0.0 0.2 0.0
C 2.726 -1.615 -4.953 0.0 -0.1 0.0
C 3.663 -0.608 -5.078 0.0 0.0 0.0
C 3.593 0.528 -4.287 0.1 0.2 0.1
C 2.574 0.669 -3.354 -0.2 -0.2 0.1
O 2.416 1.735 -2.519 -0.2 -0.4 -0.1
C 3.403 2.739 -2.517 0.2 0.2 0.0
C -0.247 0.829 -2.335 -0.2 0.2 -0.1
N -1.183 1.111 -1.489 -0.4 0.4 0.2
C -1.285 0.244 -0.458 0.7 -0.7 -0.2
H 0.538 2.450 0.255 0.0 0.0 0.0
H 1.622 1.450 1.247 0.1 0.1 -0.1
H 1.246 3.122 1.748 0.0 0.0 0.0
H -1.826 2.091 3.120 0.0 0.1 0.0
H -0.884 3.526 2.632 0.0 -0.1 0.0
H -1.638 3.045 0.221 -0.1 0.1 0.0
H -2.897 3.586 1.340 0.0 0.1 0.0
H -3.641 1.693 -0.111 0.0 -0.1 0.1
H -3.683 1.253 1.624 0.0 0.0 -0.1
H -3.660 -1.615 4.788 -0.1 0.1 0.0
H -2.987 -3.617 6.082 -0.1 0.0 0.1
H -1.193 -5.083 5.255 0.0 -0.1 0.0
H -0.045 -4.565 3.116 0.1 -0.1 0.0
H 0.967 -2.266 -3.908 -0.1 -0.1 0.0
H 2.791 -2.501 -5.565 0.0 -0.1 -0.1
H 4.467 -0.700 -5.793 0.1 0.0 -0.1
H 4.344 1.294 -4.397 0.0 0.1 0.0
H 4.388 2.332 -2.271 0.0 0.0 0.0
H 3.100 3.444 -1.745 0.1 0.0 -0.1
H 3.450 3.256 -3.481 0.0 0.0 0.0
H -0.122 1.496 -3.177 0.1 -0.1 -0.1



No. 3
15
Properties=species:S:1:pos:R:3:forces:R:3 method="wB97M-V/def2-TZVPD" lumo_ev=1.178 total_energy_ev=-6819.0249 de_lowest_kj_mol=190.1 max_force_ev_per_a=4.74 e_homo_ha=-0.2957 smiles="CN1CC=CC1"
C 1.932 0.039 -0.033 -0.9 -2.1 1.3
N 0.487 -0.076 -0.355 0.7 1.9 -0.8
C -0.317 1.120 0.010 2.2 0.0 0.9
C -1.718 0.647 -0.039 -1.4 4.3 -1.4
C -1.752 -0.646 -0.031 -0.3 -3.1 -0.1
C -0.296 -1.241 -0.018 -0.1 1.1 2.4
H 2.338 0.997 -0.286 -0.2 0.8 0.2
H 2.613 -0.658 -0.570 -0.9 0.0 0.0
H 2.063 -0.233 1.072 0.2 0.7 -1.0
H -0.024 1.980 -0.623 -0.5 -0.4 0.2
H -0.055 1.407 1.069 -0.3 0.1 -0.5
H -2.518 1.524 -0.282 1.5 -2.8 1.0
H -2.668 -1.277 -0.138 1.0 0.5 0.2
H -0.164 -1.924 -0.809 0.0 -1.5 -0.5
H 0.077 -1.659 1.032 -1.1 0.3 -1.8



No. 4
14
Properties=species:S:1:pos:R:3:forces:R:3 method="wB97M-V/def2-TZVPD" lumo_ev=-1.047 total_energy_ev=-28995.4888 de_lowest_kj_mol=431.0 max_force_ev_per_a=5.61 e_homo_ha=-0.3277 smiles="C[C@]1(C=S)OCC1=S"
C 0.720 -0.191 1.801 -1.8 -0.6 5.3
C 0.342 -0.485 0.442 0.1 -1.8 -3.5
C -1.025 -1.117 0.083 0.5 -1.9 1.4
S -2.429 -0.717 0.700 -0.7 0.8 0.0
O 1.282 -1.449 -0.291 -0.6 2.7 0.3
C 1.624 -0.303 -1.162 1.9 -2.2 -2.6
C 0.711 0.659 -0.473 1.5 0.1 -2.9
S 0.567 2.191 -0.988 -0.7 -0.7 1.3
H 1.850 -0.490 2.204 -3.1 1.3 -1.6
H 0.283 0.937 1.975 1.6 -2.8 0.2
H -0.067 -0.935 2.418 2.3 2.1 -0.9
H -0.962 -2.184 -0.323 0.5 1.8 -0.1
H 2.753 -0.148 -1.143 -1.4 0.3 0.3
H 1.460 -0.553 -2.342 -0.2 0.7 2.7



No. 5
16
Properties=species:S:1:pos:R:3:forces:R:3 method="wB97M-V/def2-TZVPD" lumo_ev=0.726 total_energy_ev=-9879.4401 de_lowest_kj_mol=59.9 max_force_ev_per_a=0.45 e_homo_ha=-0.3545 smiles="NC(=O)CCCO"
N -1.832 -1.475 0.715 0.1 0.0 0.0
C -1.571 -0.184 1.104 0.1 0.1 0.1
O -1.925 0.250 2.186 0.1 -0.1 -0.4
C -0.746 0.627 0.104 0.0 0.0 0.0
C 0.752 0.430 0.393 0.1 -0.1 0.1
C 1.622 0.580 -0.850 0.1 0.3 0.3
O 1.304 -0.490 -1.728 0.1 0.0 -0.3
H -2.166 -2.127 1.412 0.0 0.3 -0.1
H -1.375 -1.873 -0.090 0.0 0.2 0.1
H -0.920 0.284 -0.923 -0.2 0.0 0.2
H -1.021 1.687 0.174 0.0 -0.3 0.0
H 1.121 1.106 1.169 -0.2 0.1 -0.1
H 0.886 -0.577 0.802 0.2 0.0 -0.2
H 1.451 1.556 -1.335 -0.1 -0.2 0.1
H 2.681 0.560 -0.553 -0.1 -0.1 -0.1
H 1.740 -0.354 -2.579 -0.1 0.0 0.2



No. 6
24
Properties=species:S:1:pos:R:3:forces:R:3 method="wB97M-V/def2-TZVPD" lumo_ev=-3.311 total_energy_ev=-13422.2293 de_lowest_kj_mol=237.7 max_force_ev_per_a=4.14 e_homo_ha=-0.4703 total_charge=+1
C -2.829 0.045 0.974 -0.5 -0.7 -0.2
C -1.529 0.374 1.055 -0.6 -0.3 -1.2
C -1.980 -0.831 -0.811 1.4 1.5 1.3
C 1.292 -1.474 0.032 -2.0 1.2 -2.3
C 0.339 2.783 -0.373 0.3 -2.5 0.3
C 1.003 1.365 -0.007 0.3 1.0 -0.4
C 0.306 0.108 -0.558 3.3 -1.1 2.3
N -3.074 -0.667 -0.189 -1.5 -0.9 0.4
N -0.944 -0.130 -0.121 -2.3 -0.3 0.2
N 2.479 -1.473 0.534 0.2 -1.4 0.3
N 0.691 -2.598 -0.397 -1.3 3.1 -0.8
H -3.611 0.165 1.716 0.2 0.3 -0.3
H -1.120 1.028 1.772 1.0 0.3 0.4
H -1.772 -1.466 -1.651 -0.1 0.2 -0.5
H 0.852 3.589 0.158 0.0 -0.2 -0.2
H -0.665 2.633 0.047 0.0 0.9 -0.7
H 0.417 2.886 -1.464 -0.5 0.4 0.4
H 1.999 1.332 -0.405 0.7 0.1 -0.5
H 1.183 1.403 1.063 -0.5 -0.6 0.3
H 0.498 -0.077 -1.587 -0.2 0.1 -0.9
H 2.969 -0.621 0.781 0.0 -0.4 0.1
H 2.866 -2.427 0.559 0.8 1.1 0.5
H -0.145 -2.401 -0.974 0.7 -0.5 0.8
H 0.774 -3.547 -0.155 0.8 -1.1 0.6



No. 7
59
Properties=species:S:1:pos:R:3:forces:R:3 method="wB97M-V/def2-TZVPD" spin_multiplicity=4 lumo_ev="-0.332 / -0.340" total_energy_ev=-97779.8336 s_squared=3.77 max_force_ev_per_a=1.08 e_homo_ha="-0.2368 / -0.2451"
V 0.363 0.033 -0.175 0.1 0.2 1.1
I 0.159 0.065 2.665 0.1 -0.1 0.2
C 1.490 -1.519 3.025 0.1 0.0 0.1
C 2.564 -1.213 3.818 -0.2 0.2 -0.1
C 3.407 -2.220 4.307 0.1 -0.2 0.0
C 3.101 -3.524 4.058 0.1 0.1 0.1
C 2.002 -3.868 3.240 0.0 0.0 0.0
C 1.670 -5.232 3.068 -0.1 0.0 -0.1
C 0.611 -5.600 2.295 0.1 0.0 0.1
C -0.070 -4.615 1.564 0.0 0.2 0.0
C 0.230 -3.274 1.665 0.0 -0.2 -0.1
P -0.471 -2.238 0.314 -0.2 -0.2 0.1
C -0.405 -3.398 -1.090 0.0 0.0 0.0
C -1.528 -4.026 -1.621 -0.1 0.0 0.0
C -1.397 -4.888 -2.699 0.0 0.0 -0.1
C -0.148 -5.132 -3.251 0.0 0.0 0.0
C 0.973 -4.508 -2.724 0.0 0.0 0.0
C 0.848 -3.641 -1.652 0.0 0.0 0.0
C -2.237 -2.102 0.708 -0.1 0.0 0.1
C -2.756 -2.467 1.947 0.0 0.0 -0.1
C -4.095 -2.247 2.234 0.0 0.0 0.0
C -4.923 -1.665 1.288 0.0 0.0 0.0
C -4.409 -1.293 0.052 0.0 0.0 0.0
C -3.070 -1.499 -0.234 0.0 0.0 0.1
C 1.217 -2.855 2.614 -0.1 0.0 0.0
H 2.751 -0.184 4.092 0.0 0.0 0.0
H 4.259 -1.952 4.915 0.0 0.0 0.0
H 3.692 -4.326 4.481 0.0 0.0 0.0
H 2.271 -5.974 3.578 0.0 0.0 0.0
H 0.331 -6.638 2.183 0.0 0.0 0.0
H -0.818 -4.938 0.853 0.0 0.0 0.0
H -2.509 -3.844 -1.196 0.1 0.0 0.0
H -2.275 -5.370 -3.107 0.0 0.0 0.0
H -0.050 -5.802 -4.095 0.0 0.0 0.0
H 1.950 -4.687 -3.153 0.0 0.0 0.0
H 1.724 -3.141 -1.252 0.0 0.0 0.0
H -2.116 -2.924 2.690 0.0 0.0 0.0
H -4.489 -2.530 3.201 0.0 0.0 0.0
H -5.967 -1.493 1.514 0.0 0.0 0.0
H -5.048 -0.826 -0.685 0.0 0.0 0.0
H -2.669 -1.176 -1.188 0.0 0.0 0.0
C -0.953 3.523 -1.097 -0.1 -0.1 0.2
C -0.532 2.242 -0.419 -0.3 0.9 -0.2
O 0.666 2.086 -0.069 0.5 0.1 -0.2
O -1.355 1.302 -0.243 -0.3 -0.5 -0.1
H -1.563 4.111 -0.409 0.0 0.0 0.0
H -1.571 3.291 -1.963 0.0 0.0 0.0
H -0.079 4.101 -1.384 0.0 0.0 0.0
O 0.306 -0.689 -3.204 0.0 -0.1 0.1
C 0.342 -0.422 -2.105 0.0 0.0 -1.0
Te 2.980 -0.624 -0.098 0.3 -0.2 0.2
C 3.597 0.420 -1.809 0.1 -0.1 0.0
C 3.024 1.495 -2.425 -0.1 0.0 0.2
C 3.744 1.933 -3.565 0.1 0.0 -0.2
C 4.856 1.187 -3.803 0.0 0.0 0.0
S 5.030 -0.060 -2.636 -0.2 0.1 -0.1
H 2.134 1.981 -2.047 0.0 0.0 0.0
H 3.447 2.772 -4.177 0.0 0.0 0.0
H 5.578 1.307 -4.593 0.0 0.0 0.0



No. 8
22
Properties=species:S:1:pos:R:3:forces:R:3 method="wB97M-V/def2-TZVPD" lumo_ev="-5.512 / -5.512" total_energy_ev=-18459.4811 de_lowest_kj_mol=431.2 max_force_ev_per_a=3.35 e_homo_ha="-0.5086 / -0.5087" total_charge=+1 smiles="CO/C=[N+](/C)C(=O)NC([O-])=C=[N+]=N"
C -0.311 1.810 -1.921 -0.2 2.0 -0.8
O -0.711 1.301 -0.660 0.7 -0.1 1.7
C -0.715 0.018 -0.353 0.0 0.3 -0.9
N -0.999 -0.282 0.969 -0.9 -0.6 -3.2
C -1.874 -1.436 1.297 -0.1 2.3 -0.1
C -0.404 0.494 1.920 1.7 1.7 2.3
O -0.824 0.811 3.004 -0.4 -0.8 -1.1
N 0.906 0.930 1.575 0.2 0.1 0.0
C 1.849 0.442 0.711 -0.6 0.3 -0.3
O 2.950 0.867 0.605 1.4 0.7 0.3
C 1.349 -0.513 -0.260 -1.9 1.1 0.2
N 1.715 -1.362 -0.998 0.0 -1.7 -0.9
N 1.741 -2.456 -1.501 -0.4 -0.7 0.5
H 0.534 1.379 -2.376 1.7 -0.9 0.4
H -0.129 2.953 -1.938 -0.7 -2.1 0.6
H -1.055 1.517 -2.607 -1.4 0.3 -0.9
H -1.013 -0.615 -1.235 0.3 -0.1 1.4
H -1.795 -1.441 2.335 -0.2 -0.7 1.8
H -2.896 -1.306 1.001 -0.5 0.5 -0.1
H -1.509 -2.280 0.838 1.0 -2.0 -0.8
H 1.289 1.720 2.081 -0.4 -0.1 0.5
H 1.899 -2.551 -2.488 0.7 0.5 -0.7